(1)
The following is a DFT calculation (ωB97M-V with the def2-TZVPD basis set) of a molecular structure, C3H4O3Tl in a non-equilibrium geometry.

Geometry as XYZ:
```
11
Properties=species:S:1:pos:R:3:forces:R:3:lowdin_charge:R:1
C -0.79234 -1.60275 -0.08053 -2.03 1.04 -0.53 -0.01
C -1.31794 -0.41712 0.39630 1.06 -1.27 0.81 -0.07
O -0.56065 0.71840 0.12513 -0.33 0.01 -0.46 -0.29
C -0.77929 1.84485 0.77879 -1.24 0.27 0.55 -0.13
O 0.28637 2.57542 0.50248 -0.53 0.94 0.05 -0.16
Tl 1.81057 0.83247 -0.41844 2.52 -0.21 -1.07 0.96
H -1.04285 -2.50916 0.47600 0.17 0.21 -0.15 0.07
H -0.80565 -1.70403 -1.17771 0.67 -0.03 0.44 0.08
H 0.18045 3.46286 0.86699 -0.15 -0.08 0.20 0.12
O 1.46967 -1.29680 -0.36551 -0.34 -0.84 0.28 -0.54
H 1.55165 -1.90415 -1.10350 0.20 -0.05 -0.11 -0.04
```
Positions in Å, forces in eV/Å.

For the electronic energy, the calculation gives -514.660769 a.u. For the energy relative to the best compared isomer or geometry (same formula, charge and spin), the calculation gives 570.9 kJ/mol. Its total charge is 0. Its spin multiplicity is 2. The value obtained for the frontier orbital gap (alpha / beta) is 7.921 / 8.128 eV. As for the LUMO energy (alpha / beta): 0.2 / -0.3 eV. Its max |F| is 2.7 eV/Å. The expectation value of S² is 0.760.

***

(2)
The following is a DFT calculation (ωB97M-V with the def2-TZVPD basis set) of a gas-phase ion, C8H11BrFN2 (charge +1) in a non-equilibrium geometry.

Geometry as XYZ:
```
23
Properties=species:S:1:pos:R:3:forces:R:3:lowdin_charge:R:1
C 1.15219 -1.10862 -1.08160 0.23 -1.55 -1.32 -0.08
C 0.88387 1.29995 0.42835 -2.09 -3.05 0.31 0.06
C 1.92276 0.97132 -0.34565 -1.15 1.99 1.40 -0.31
C -0.61781 -0.48526 0.38838 2.45 3.85 -1.06 0.04
C 3.03127 1.92936 -0.52361 0.75 -1.32 3.71 0.01
C -2.15214 0.92457 1.86319 0.48 -0.66 1.96 -0.14
C -0.86549 -2.38567 -1.12572 2.02 -3.09 -3.79 -0.08
C -1.94062 -0.20463 0.96663 -1.56 -4.28 -0.54 -0.57
N 2.00966 -0.19960 -1.00664 -0.58 -1.12 -0.40 0.16
N -0.19632 -1.27609 -0.55408 0.91 1.92 1.55 -0.10
F 0.62630 2.23321 1.29147 0.18 -0.71 -0.74 0.16
Br -3.28240 -0.19441 -0.69338 1.15 0.32 1.40 0.66
H 1.41639 -1.95645 -1.75305 -0.42 0.49 0.70 0.15
H 2.97857 2.56955 -1.29181 -1.04 2.98 -2.45 0.06
H 3.36108 2.35080 0.45251 -0.50 0.24 -0.84 0.13
H 3.84065 1.36552 -0.84595 1.71 -1.52 -0.33 0.07
H -1.90384 1.81118 1.40881 1.00 2.25 -0.73 0.05
H -1.72275 0.79312 2.90904 -0.15 0.10 -1.50 0.14
H -3.18838 0.96905 1.98311 -1.76 0.14 0.52 0.06
H -1.74807 -2.71007 -0.71617 -2.09 -0.02 1.49 0.04
H -1.09685 -2.24234 -2.28230 0.78 -0.05 2.43 0.17
H -0.14421 -3.31278 -1.00226 -1.32 1.83 -0.51 0.16
H -2.36384 -1.14172 1.53073 1.00 1.27 -1.25 0.15
```
Positions in Å, forces in eV/Å.

For the electronic energy, the calculation gives -3094.357705 a.u. For the energy relative to the best compared isomer or geometry (same formula, charge and spin), the calculation gives 386.7 kJ/mol. Its total charge is +1. Its spin multiplicity is 1. The value obtained for the frontier orbital gap (alpha / beta) is 8.126 / 8.125 eV. As for the LUMO energy (alpha / beta): -5.6 / -5.6 eV. Its max |F| is 5.3 eV/Å.

***

(3)
The following is a DFT calculation (ωB97M-V with the def2-TZVPD basis set) of a molecular structure, C26H44Cl2O2P2Pb in a non-equilibrium geometry.

Geometry as XYZ:
```
77
Properties=species:S:1:pos:R:3:forces:R:3:lowdin_charge:R:1
Pb 1.51996 -1.14526 -2.83855 1.92 -1.99 5.67 1.52
C -0.02291 2.48605 0.49076 0.01 -0.32 -0.07 -0.12
C -1.17454 2.01717 -0.19992 -0.01 -0.34 0.17 -0.12
C -1.19185 1.10884 1.91186 0.42 -0.07 0.26 -0.13
C -0.04458 1.94694 1.80654 0.02 -0.19 -0.19 -0.11
C -1.88361 1.14717 0.67382 0.02 0.00 -0.59 -0.14
C 1.05771 3.28336 -0.11162 0.14 0.46 0.08 0.01
H 0.65548 4.04377 -0.78847 0.08 -0.10 0.05 0.10
H 1.74209 2.65309 -0.69797 -0.17 -0.04 0.10 0.10
H 1.64950 3.78522 0.65605 0.00 -0.04 -0.13 0.09
C 0.98647 2.14792 2.84148 0.06 0.33 0.29 0.00
H 1.47784 3.12225 2.70544 -0.08 -0.35 0.17 0.09
H 1.75508 1.35739 2.78864 -0.25 0.27 -0.04 0.07
H 0.53126 2.10677 3.84214 0.26 0.03 -0.27 0.10
C -1.56296 0.25934 3.05287 -0.15 -0.02 0.48 -0.01
H -1.05801 0.57935 3.96904 -0.11 -0.13 -0.13 0.09
H -1.29314 -0.79270 2.87049 -0.04 0.24 -0.08 0.09
H -2.64618 0.29144 3.22027 0.16 -0.04 0.00 0.10
C -3.05361 0.32583 0.32080 -0.42 0.03 -0.07 0.01
H -3.73987 0.24284 1.17213 0.08 -0.05 -0.20 0.10
H -2.73733 -0.69192 0.04036 0.05 0.22 0.09 0.09
H -3.59204 0.76414 -0.52641 0.02 -0.17 0.17 0.09
C -1.53301 2.30125 -1.60562 -0.12 0.35 -0.23 0.01
H -2.62577 2.38656 -1.70623 0.37 -0.04 -0.10 0.10
H -1.18995 1.49531 -2.28204 -0.12 0.27 0.31 0.08
H -1.07362 3.24478 -1.93272 -0.18 -0.33 -0.04 0.09
C 3.15498 -0.86536 -4.26771 1.17 1.30 -0.49 -0.43
C 3.18212 0.52532 -4.83905 1.77 1.89 -1.63 -0.49
C 2.01019 0.88871 -5.77372 0.23 0.11 -0.17 -0.21
C 0.58797 0.89778 -5.19809 0.17 0.36 0.22 -0.17
C 0.11359 -0.28165 -4.37371 -1.35 -1.12 -3.26 -0.27
C 0.36574 -1.65481 -4.68426 -3.21 1.99 -2.56 -0.29
C 1.36611 -2.14878 -5.69809 -0.45 -0.93 0.29 -0.16
C 2.85578 -1.98384 -5.28090 0.34 -0.11 0.55 -0.19
H 2.03297 0.24243 -6.67052 0.05 0.24 0.39 0.12
H -0.07813 0.97619 -6.07282 -0.08 -0.11 0.28 0.14
H 2.17938 1.91284 -6.14730 -0.03 -0.50 0.00 0.10
H 3.43471 -1.85144 -6.20632 -0.03 0.14 0.36 0.14
H 4.07458 -1.09500 -3.71080 -0.29 0.09 -0.10 0.09
H 4.07592 0.56051 -5.50041 -0.41 -0.35 -0.22 0.10
H 3.18598 -2.94607 -4.84872 -0.05 0.44 -0.15 0.12
H 1.18638 -3.23119 -5.79321 0.04 0.35 -0.12 0.12
H -0.41574 -2.36200 -4.37756 0.47 0.28 0.12 0.10
H 1.17692 -1.73487 -6.70323 -0.06 0.23 0.60 0.14
H 0.42210 1.82892 -4.62953 0.09 -0.40 -0.03 0.12
H -0.83867 -0.09969 -3.84806 0.56 -0.24 0.26 0.12
P 3.84622 2.13833 -3.84270 -1.21 -1.33 0.93 0.90
P -2.38441 -4.01781 -1.49455 -0.13 -0.03 0.15 0.88
C 0.07499 -4.26526 -2.16685 0.15 -1.76 0.65 0.10
C -1.09075 -5.11681 -2.37908 -0.06 1.40 -0.58 -0.35
H 0.17969 -3.76120 -1.19774 0.34 -0.17 -0.19 0.00
H 0.93281 -4.29671 -2.84775 -0.43 0.55 0.02 0.08
H -1.36445 -5.21020 -3.44793 0.48 -0.36 0.43 0.10
H -1.08318 -6.10933 -1.88096 0.26 0.48 -0.05 0.13
C -2.17956 -4.74496 0.18166 0.28 0.24 -0.10 -0.26
H -3.15539 -4.68073 0.67147 0.16 -0.02 0.07 0.05
H -1.45894 -4.13183 0.73799 -0.18 -0.18 -0.01 0.01
H -1.83764 -5.78651 0.14690 -0.22 0.17 0.10 0.05
C -3.86307 -4.86167 -2.14158 -0.25 0.10 -0.39 -0.29
H -3.68812 -5.92050 -2.37645 -0.24 0.27 0.19 0.06
H -4.18489 -4.31879 -3.04255 -0.01 -0.35 0.20 0.04
H -4.64896 -4.73672 -1.38564 0.09 -0.17 -0.22 0.05
C 5.58086 1.61084 -3.56062 -0.05 -0.21 0.41 -0.30
H 6.25190 2.41849 -3.87087 -0.05 -0.23 0.17 0.04
H 5.79535 0.71394 -4.14786 0.20 0.08 0.03 0.04
H 5.73615 1.39366 -2.49667 0.11 0.01 -0.32 0.04
C 4.18444 3.45364 -5.06891 -0.24 -0.23 -0.33 -0.30
H 3.36677 3.60533 -5.77903 0.20 0.05 0.04 0.03
H 5.12984 3.24896 -5.57648 -0.23 0.16 -0.22 0.05
H 4.28090 4.37402 -4.47957 0.04 -0.20 -0.13 0.05
Cl 1.58871 -1.36371 2.91721 0.03 -0.32 -0.05 0.68
C 1.78723 -2.02492 1.28046 -0.11 0.33 -0.37 -0.98
Cl 1.54137 -3.78260 1.20228 0.17 0.07 0.17 0.64
C 0.78193 -1.31321 0.33258 -0.56 0.01 -0.28 -0.83
O 1.32885 -0.32411 -0.27007 -0.44 -0.29 -0.53 -0.18
O -0.38143 -1.74733 0.22025 1.24 0.51 -0.05 -0.07
H 2.80361 -1.78724 0.95267 -0.28 -0.25 0.21 0.07
```
Positions in Å, forces in eV/Å.

For the electronic energy, the calculation gives -2962.666386 a.u. Its total charge is +2. Its spin multiplicity is 1. The value obtained for the frontier orbital gap (alpha / beta) is 4.550 / 4.424 eV. As for the LUMO energy (alpha / beta): -8.2 / -8.3 eV. Its max |F| is 6.3 eV/Å.

***

(4)
The following is a DFT calculation (ωB97M-V with the def2-TZVPD basis set) of a molecular structure, C3H4N2O in a non-equilibrium geometry.

Geometry as XYZ:
```
10
Properties=species:S:1:pos:R:3:forces:R:3:lowdin_charge:R:1
C 0.04214 0.93460 0.15265 -2.79 1.88 -4.04 -0.05
C -1.33554 0.57146 -0.09537 -0.66 1.17 3.09 -0.14
C -0.43721 -1.26065 -0.14248 7.57 -4.96 3.34 -0.23
H 2.32297 0.44046 -0.11405 0.81 3.23 -0.81 0.04
H 0.65443 1.93550 -0.18323 -1.85 -2.66 1.27 0.17
H -2.25105 1.09462 0.02581 -0.16 1.28 -0.18 0.08
H 0.06884 -2.27096 0.39927 -1.88 2.25 -2.38 0.20
N 0.53252 -0.27254 -0.14684 4.09 0.15 0.90 -0.16
N -1.57040 -0.78723 0.06885 -2.31 2.55 -1.58 0.06
O 1.97331 -0.38524 0.03539 -2.83 -4.90 0.40 0.04
```
Positions in Å, forces in eV/Å.

For the electronic energy, the calculation gives -301.298732 a.u. For the energy relative to the best compared isomer or geometry (same formula, charge and spin), the calculation gives 494.9 kJ/mol. Its total charge is 0. Its spin multiplicity is 1. The value obtained for the frontier orbital gap is 9.613 eV. As for the LUMO energy: 0.7 eV. Its max |F| is 9.7 eV/Å.

***

What is the electronic energy in the first record? -514.660769 a.u.

***

The highest electronic energy belongs to which entry? C3H4N2O

***

Which formula does entry 3 have? C26H44Cl2O2P2Pb